# 1
Computed, not measured: the ion C5H9N2O2 with charge +1 in a non-equilibrium geometry, with ωB97M-V with the def2-TZVPD basis set.

Summary:
Gap between HOMO and LUMO (spin up / spin down)   8.0 / 8.0 eV
F_max   8.48 eV Å⁻¹
Highest occupied orbital energy (spin up / spin down)   -12.4 / -12.4 eV
Structure (SMILES)   CC1=C(O)NC=[NH+][C@@H]1O
Molecular weight   129.1 u
Relative energy (zero: lowest compared OMol25 entry of this formula, charge and spin)   369.9 kJ/mol
Charge   +1

Each line ends with the Löwdin charge.
Geometry (Å):
C (0.79, -2.08, 0.11)  -0.0327
C (0.33, -0.64, 0.15)  -0.0568
C (-1.21, -0.29, -0.25)  -0.1802
O (-2.22, -1.15, -0.40)  0.1525
N (-1.66, 0.99, -0.10)  0.1477
C (-0.90, 1.98, 0.21)  -0.0180
N (0.39, 1.78, 0.49)  0.1788
C (1.17, 0.60, 0.29)  -0.3297
O (1.96, 0.80, -0.89)  0.0617
H (0.40, -2.64, -0.66)  0.0563
H (0.74, -2.59, 1.08)  0.0949
H (1.93, -1.88, 0.04)  0.1241
H (-2.15, -2.06, -0.38)  0.1005
H (-2.69, 1.04, -0.25)  0.2175
H (-1.32, 2.91, 0.28)  0.1510
H (0.89, 2.58, 0.58)  0.1271
H (1.88, 0.47, 1.16)  0.1801
H (1.67, 0.19, -1.47)  0.0253

# 2
Computed, not measured: a cluster of 2 separate species, C24H29FNO3 in total in a non-equilibrium geometry, with ωB97M-V with the def2-TZVPD basis set.

Summary:
Gap between HOMO and LUMO   5.1 eV
F_max   3.89 eV Å⁻¹
Highest occupied orbital energy   -3.3 eV
Molecular weight   398.5 u
Charge   -1

Each line ends with the Löwdin charge.
Geometry (Å):
C (-0.14, -4.88, 0.51)  -0.3236
C (-1.28, -5.64, -0.17)  -0.1972
O (-2.46, -5.05, 0.31)  -0.0322
C (-2.10, -4.03, 1.16)  -0.6863
O (-2.88, -3.30, 1.73)  -0.0431
N (-0.75, -3.92, 1.30)  0.0105
H (0.48, -5.52, 1.15)  0.0862
H (0.53, -4.38, -0.21)  0.0815
H (-1.27, -5.55, -1.26)  0.1043
H (-1.30, -6.71, 0.10)  0.1036
C (-3.33, 3.33, 0.55)  -0.0505
C (-3.23, 1.84, 0.17)  -0.5293
C (-4.03, 1.02, 1.20)  -0.0581
C (-3.86, 1.64, -1.22)  -0.0464
C (-1.76, 1.43, 0.11)  -0.0750
C (-1.27, 0.44, 0.88)  0.0538
C (0.11, 0.05, 0.84)  -0.1823
C (0.60, -0.93, 1.67)  0.0633
C (1.98, -1.40, 1.65)  -0.1915
C (2.62, -1.71, 0.45)  0.0277
C (3.95, -2.07, 0.42)  -0.2541
F (4.55, -2.36, -0.77)  0.0480
C (4.66, -2.14, 1.60)  -0.0262
C (4.04, -1.86, 2.81)  -0.0833
C (2.71, -1.50, 2.84)  -0.0284
C (0.98, 0.77, -0.05)  0.0289
C (0.55, 1.74, -0.86)  -0.0758
C (1.51, 2.45, -1.83)  -0.5281
C (0.99, 2.25, -3.26)  -0.0455
C (2.94, 1.89, -1.74)  -0.0617
C (1.54, 3.95, -1.51)  -0.0473
C (-0.86, 2.13, -0.83)  -0.2952
O (-1.28, 3.01, -1.56)  0.0252
H (-2.83, 3.94, -0.20)  0.0711
H (-4.37, 3.64, 0.61)  0.0782
H (-2.85, 3.51, 1.51)  0.0842
H (-4.01, -0.05, 0.96)  0.0898
H (-3.63, 1.15, 2.21)  0.0837
H (-5.07, 1.33, 1.22)  0.0796
H (-3.77, 0.60, -1.53)  0.0910
H (-4.92, 1.90, -1.20)  0.0791
H (-3.36, 2.25, -1.96)  0.0716
H (-1.91, -0.08, 1.57)  0.1123
H (-0.07, -1.34, 2.41)  0.1211
H (2.08, -1.66, -0.48)  0.1322
H (5.70, -2.42, 1.57)  0.1082
H (4.61, -1.91, 3.72)  0.1017
H (2.24, -1.25, 3.77)  0.1132
H (2.03, 0.52, -0.01)  0.0851
H (0.00, 2.68, -3.38)  0.0744
H (1.66, 2.72, -3.98)  0.0790
H (0.93, 1.19, -3.50)  0.0885
H (3.36, 2.04, -0.75)  0.0841
H (2.97, 0.83, -1.98)  0.0821
H (3.60, 2.40, -2.45)  0.0801
H (1.87, 4.12, -0.49)  0.0854
H (2.22, 4.47, -2.18)  0.0782
H (0.55, 4.39, -1.63)  0.0742

# 3
Computed, not measured: the molecule C8H10O in a non-equilibrium geometry, with ωB97M-V with the def2-TZVPD basis set.

Summary:
Gap between HOMO and LUMO   9.2 eV
F_max   5.32 eV Å⁻¹
Highest occupied orbital energy   -8.5 eV
Structure (SMILES)   C1=C\C=C/OCC\C=C/1
Molecular weight   122.2 u
Relative energy (zero: lowest compared OMol25 entry of this formula, charge and spin)   627.8 kJ/mol
Charge   0

Each line ends with the Löwdin charge.
Geometry (Å):
C (0.04, -1.36, -1.42)  -0.1156
C (1.11, -0.62, -1.50)  -0.1969
C (1.29, 0.80, -1.32)  -0.1246
C (1.07, 1.60, -0.17)  -0.1940
O (0.28, 1.69, 0.95)  -0.1214
C (0.33, 0.38, 1.68)  -0.1331
C (-1.00, -0.35, 1.56)  -0.1740
C (-1.75, -0.57, 0.21)  -0.1274
C (-1.25, -0.72, -1.02)  -0.1450
H (0.09, -2.46, -1.36)  0.1181
H (2.17, -0.87, -1.66)  0.1099
H (2.34, 1.40, -1.77)  0.1629
H (1.57, 2.70, -0.44)  0.1464
H (1.09, -0.24, 0.99)  0.1484
H (0.63, 0.78, 2.71)  0.1437
H (-2.01, 0.19, 2.05)  0.1578
H (-1.17, -1.22, 2.09)  0.0588
H (-2.93, -0.66, 0.41)  0.1382
H (-1.90, -0.46, -2.00)  0.1478

# 4
Computed, not measured: a cluster of 2 separate species, CH2ClN3S in total in a non-equilibrium geometry, with ωB97M-V with the def2-TZVPD basis set.

Summary:
Gap between HOMO and LUMO   9.3 eV
F_max   4.22 eV Å⁻¹
Highest occupied orbital energy   -9.8 eV
Structure (SMILES)   [H]/N=N\N=C=S.Cl
Molecular weight   123.6 u
Relative energy (zero: lowest compared OMol25 entry of this formula, charge and spin)   0.0 kJ/mol
Charge   0

Each line ends with the Löwdin charge.
Geometry (Å):
H (-0.81, -0.51, -2.39)  0.0608
N (-0.58, 0.30, -1.80)  0.0802
N (-0.06, 0.08, -0.70)  -0.1046
N (0.29, -1.18, -0.24)  0.0061
C (0.77, -1.56, 0.79)  -0.8492
S (1.50, -2.10, 1.97)  0.8479
Cl (-0.68, 2.79, 1.73)  0.2602
H (-0.44, 2.16, 0.64)  -0.3015